Arrangement a

Density functional theory data (ωB97M-V/def2-TZVPD) for a cluster of 11 separate species, C10H42O16 in total.

Last column: natural (NBO) charge in e.
Cartesian coordinates (Å):
C  -0.868  -1.741  -1.611  -0.0974
C  0.155  -1.031  -0.714  -0.0991
O  1.220  -1.889  -0.268  -0.7957
O  -1.990  -0.855  -1.786  -0.7808
H  -1.131  -2.682  -1.167  0.1877
H  -0.356  -2.036  -2.572  0.1807
H  -0.342  -0.763  0.179  0.1739
H  0.612  -0.194  -1.246  0.1848
H  1.877  -1.973  -1.005  0.5294
H  -2.736  -1.284  -1.347  0.5107
C  2.654  -0.668  2.606  -0.0859
C  1.553  -0.700  3.742  -0.0947
O  0.257  -1.133  3.270  -0.7931
O  2.130  -0.031  1.512  -0.7498
H  3.095  -1.663  2.384  0.1576
H  3.497  -0.072  3.001  0.1855
H  1.439  0.267  4.295  0.1761
H  1.812  -1.508  4.439  0.1775
H  -0.160  -0.360  2.781  0.5149
H  1.477  -0.607  1.100  0.4970
C  -0.218  2.537  2.017  -0.1000
C  -0.079  3.116  0.603  -0.0932
O  1.131  2.682  -0.088  -0.7887
O  -0.841  1.219  2.028  -0.7801
H  -0.815  3.254  2.632  0.1842
H  0.817  2.437  2.452  0.2004
H  -0.016  4.215  0.749  0.1884
H  -0.963  2.782  0.039  0.1965
H  1.466  1.833  0.232  0.5125
H  -1.811  1.334  1.987  0.5081
C  4.165  3.352  -1.631  -0.0926
C  3.709  2.573  -2.840  -0.0825
O  2.332  2.332  -2.954  -0.7642
O  3.814  2.774  -0.394  -0.7348
H  3.793  4.394  -1.590  0.1622
H  5.230  3.358  -1.794  0.1798
H  4.218  1.615  -2.958  0.1669
H  4.082  3.145  -3.658  0.1674
H  1.873  2.552  -2.084  0.5031
H  2.924  3.184  -0.198  0.4880
C  -4.860  -0.522  -0.307  -0.0906
C  -4.381  0.487  0.742  -0.0767
O  -3.085  0.993  0.505  -0.7625
O  -4.325  -1.818  -0.145  -0.7911
H  -4.511  -0.218  -1.251  0.1819
H  -5.974  -0.612  -0.292  0.1740
H  -4.467  0.083  1.783  0.1412
H  -5.029  1.350  0.757  0.1862
H  -2.427  0.369  0.156  0.4974
H  -4.296  -2.196  0.755  0.5148
O  1.269  0.055  -4.231  -1.0131
H  1.624  0.862  -3.875  0.5082
H  0.468  0.170  -4.714  0.5044
O  1.012  -3.697  1.904  -0.9738
H  1.474  -3.273  2.647  0.4609
H  1.279  -3.060  1.176  0.5004
O  -1.526  0.052  -4.591  -0.9623
H  -1.488  0.142  -3.602  0.4937
H  -2.166  -0.632  -4.642  0.4730
O  -4.075  -2.531  2.416  -0.9755
H  -4.214  -1.640  2.750  0.4622
H  -3.116  -2.736  2.533  0.5159
O  -1.585  -3.128  3.020  -0.9908
H  -0.818  -2.556  3.158  0.5108
H  -1.108  -3.797  2.453  0.5025
O  2.345  -2.053  -2.710  -0.9957
H  1.846  -1.523  -3.382  0.5218
H  3.128  -2.336  -3.156  0.4821

Properties
Kohn-Sham gap: 10.60 eV
SMILES: OCCO.OCCO.OCCO.OCCO.OCCO.O.O.O.O.O.O
Total charge: 0
LUMO level: 0.5 eV

***

Arrangement b

Density functional theory data (ωB97M-V/def2-TZVPD) for a cluster of 11 separate species, C10H42O16 in total.

Last column: natural (NBO) charge in e.
Cartesian coordinates (Å):
O  0.185  0.211  -0.548  -0.9997
H  -0.348  0.423  -1.302  0.4902
H  0.587  1.011  -0.214  0.4826
O  0.958  2.012  -3.424  -0.9793
H  1.405  2.720  -3.931  0.4732
H  1.717  1.433  -3.304  0.4969
O  1.507  2.479  0.037  -0.9431
H  2.322  2.439  -0.419  0.4824
H  1.793  3.311  0.435  0.4889
O  -1.531  1.331  -2.299  -0.9754
H  -0.937  1.838  -2.855  0.5235
H  -2.244  1.068  -2.958  0.4765
O  3.296  0.173  0.607  -0.9378
H  3.064  -0.736  0.925  0.4820
H  3.884  -0.050  -0.076  0.4613
O  -0.470  4.051  -1.439  -0.9662
H  -0.991  4.585  -0.886  0.4699
H  0.036  3.407  -0.934  0.4870
C  -0.714  -3.277  -2.333  -0.0900
C  -1.550  -2.084  -2.318  -0.0760
O  -2.500  -2.029  -3.247  -0.6955
O  0.234  -3.208  -1.316  -0.7391
H  -0.280  -3.664  -3.206  0.1886
H  -1.299  -4.129  -1.851  0.1561
H  -0.811  -1.199  -2.525  0.1370
H  -2.080  -1.884  -1.374  0.1616
H  -2.775  -1.128  -3.213  0.4566
H  -0.134  -2.678  -0.639  0.4947
C  -1.637  -2.155  2.003  -0.0893
C  -2.432  -3.326  1.468  -0.0727
O  -3.457  -3.532  2.370  -0.7008
O  -0.527  -2.017  1.178  -0.7432
H  -1.413  -2.242  3.055  0.1586
H  -2.317  -1.325  1.867  0.1558
H  -1.728  -4.153  1.256  0.1609
H  -2.880  -3.092  0.476  0.1734
H  -3.054  -3.752  3.175  0.4581
H  0.131  -1.591  1.683  0.4974
C  3.538  -1.695  -3.812  -0.0734
C  2.269  -1.118  -3.122  -0.1177
O  2.609  0.065  -2.433  -0.7847
O  4.718  -1.674  -3.093  -0.7075
H  3.626  -1.062  -4.690  0.1353
H  3.422  -2.666  -4.180  0.1802
H  1.861  -1.886  -2.406  0.2110
H  1.498  -1.037  -3.904  0.1752
H  2.320  0.020  -1.511  0.5169
H  4.629  -0.999  -2.354  0.4630
C  -1.960  2.061  1.508  -0.0736
C  -2.562  2.999  2.629  -0.0715
O  -1.710  3.099  3.724  -0.7457
O  -2.635  2.137  0.221  -0.7611
H  -1.979  1.063  1.814  0.1746
H  -0.934  2.331  1.279  0.1661
H  -3.455  2.615  3.105  0.1641
H  -2.758  4.042  2.438  0.1678
H  -2.122  3.699  4.330  0.4812
H  -2.156  1.754  -0.511  0.5070
C  0.655  0.307  3.066  -0.1152
C  1.009  1.095  4.310  -0.0930
O  0.983  2.507  4.115  -0.7410
O  1.129  -1.022  3.138  -0.7482
H  1.017  0.744  2.092  0.1969
H  -0.401  0.011  3.129  0.1853
H  2.039  0.892  4.731  0.1722
H  0.283  0.757  5.084  0.1636
H  0.048  2.736  3.922  0.4958
H  2.009  -1.016  3.458  0.4710

Properties
Kohn-Sham gap: 9.27 eV
SMILES: OCCO.OCCO.OCCO.OCCO.OCCO.O.O.O.O.O.O
Total charge: 0
LUMO level: 0.0 eV

***

Which one sits at the top of the stability order? arrangement a does.

***

Arrangement a

Density functional theory data (ωB97M-V/def2-TZVPD) for a structure of composition C10H30MgNO8S5.

Last column: natural (NBO) charge in e.
Cartesian coordinates (Å):
Mg  -0.290  0.541  -0.147  1.7471
N  0.153  3.428  -0.334  0.7381
O  1.029  3.561  -1.242  -0.5453
O  -0.500  2.465  -0.052  -0.6406
O  -0.091  4.355  0.390  -0.4879
C  -0.202  2.209  3.812  -0.7506
S  0.243  0.455  3.239  1.1740
O  -0.009  0.494  1.710  -1.0615
C  2.040  0.335  3.657  -0.7962
H  0.005  2.085  4.875  0.2189
H  -1.267  2.443  3.834  0.2532
H  0.390  2.955  3.283  0.2644
H  2.033  0.758  4.661  0.2429
H  2.620  1.057  3.083  0.2462
H  2.465  -0.669  3.681  0.2522
C  -3.745  0.926  2.042  -0.7824
S  -3.479  -0.200  0.550  1.2668
O  -2.119  0.199  0.101  -1.0663
C  -3.322  -1.778  1.367  -0.8475
H  -4.771  1.294  2.039  0.2484
H  -3.080  1.762  1.824  0.2672
H  -3.359  0.404  2.918  0.2264
H  -2.453  -1.685  2.018  0.2384
H  -3.087  -2.574  0.661  0.2367
H  -4.226  -2.122  1.869  0.2590
C  -1.260  -2.852  -1.394  -0.8398
S  0.416  -2.654  -0.737  1.2605
O  0.293  -1.265  -0.124  -1.0467
C  0.172  -3.898  0.639  -0.8162
H  -1.925  -2.023  -1.154  0.2636
H  -1.784  -3.739  -1.037  0.2358
H  -1.261  -2.936  -2.481  0.2417
H  1.064  -4.039  1.249  0.2431
H  -0.283  -4.847  0.356  0.2486
H  -0.545  -3.529  1.372  0.2362
C  3.534  -0.925  0.052  -0.7986
S  2.860  0.237  -1.301  1.2537
O  1.635  0.842  -0.725  -1.0370
C  4.093  1.568  -1.235  -0.8214
H  3.776  -0.370  0.958  0.2253
H  4.441  -1.385  -0.341  0.2290
H  2.949  -1.805  0.318  0.2265
H  3.956  2.260  -0.405  0.2607
H  3.858  2.124  -2.143  0.2521
H  5.138  1.259  -1.211  0.2421
C  0.541  1.312  -4.243  -0.8148
S  -0.187  -0.163  -3.411  1.2371
O  -0.567  0.224  -2.000  -1.0670
C  -1.810  -0.241  -4.230  -0.8017
H  0.533  1.072  -5.306  0.2319
H  1.609  1.418  -4.054  0.2475
H  0.133  2.313  -4.100  0.2726
H  -1.741  -0.510  -5.284  0.2439
H  -2.205  0.775  -4.240  0.2495
H  -2.415  -0.920  -3.628  0.2401

Properties
Kohn-Sham gap: 7.91 eV
Total charge: +1
LUMO level: -2.2 eV

***

Arrangement b

Density functional theory data (ωB97M-V/def2-TZVPD) for a structure of composition C10H30MgNO8S5.

Last column: natural (NBO) charge in e.
Cartesian coordinates (Å):
Mg  0.439  -0.251  0.044  1.7648
N  1.346  -2.525  1.859  0.7331
O  0.681  -3.395  1.338  -0.4849
O  1.503  -1.398  1.247  -0.7181
O  1.890  -2.662  2.958  -0.4757
C  1.013  1.184  4.010  -0.8221
S  0.010  1.851  2.705  1.2926
O  0.226  0.956  1.549  -1.0764
C  -1.564  1.467  3.446  -0.8333
H  0.774  1.805  4.881  0.2318
H  2.057  1.381  3.789  0.2488
H  0.805  0.127  4.148  0.2662
H  -1.468  1.839  4.470  0.2445
H  -1.696  0.387  3.518  0.2449
H  -2.374  1.976  2.939  0.2421
C  3.883  1.947  0.832  -0.8237
S  3.112  1.701  -0.781  1.2894
O  2.034  0.701  -0.516  -1.0719
C  2.282  3.279  -0.900  -0.8319
H  4.953  2.074  0.710  0.2509
H  3.684  0.996  1.330  0.2786
H  3.369  2.745  1.358  0.2292
H  1.590  3.354  -0.059  0.2392
H  1.703  3.305  -1.824  0.2314
H  2.994  4.102  -0.939  0.2508
C  -0.241  1.378  -3.427  -0.8484
S  -1.547  1.321  -2.188  1.2901
O  -0.880  0.870  -0.933  -1.0651
C  -1.761  3.079  -1.994  -0.8332
H  0.703  1.128  -2.944  0.2634
H  -0.145  2.354  -3.901  0.2401
H  -0.432  0.649  -4.215  0.2482
H  -2.611  3.292  -1.349  0.2490
H  -1.838  3.595  -2.949  0.2478
H  -0.874  3.477  -1.489  0.2388
C  -3.688  -0.602  0.752  -0.8365
S  -2.587  -1.889  0.213  1.2845
O  -1.195  -1.455  0.508  -1.0491
C  -2.967  -3.061  1.502  -0.8293
H  -3.553  -0.419  1.816  0.2301
H  -4.711  -0.941  0.557  0.2433
H  -3.556  0.313  0.180  0.2402
H  -2.469  -2.770  2.426  0.2536
H  -2.523  -3.998  1.166  0.2555
H  -4.035  -3.175  1.676  0.2399
C  0.041  -3.881  -2.026  -0.8389
S  0.102  -2.239  -2.669  1.2790
O  0.600  -1.352  -1.581  -1.0752
C  1.530  -2.439  -3.734  -0.8161
H  -0.033  -4.551  -2.891  0.2379
H  -0.886  -4.016  -1.469  0.2462
H  0.875  -4.158  -1.385  0.2749
H  1.292  -3.066  -4.592  0.2420
H  2.304  -2.948  -3.158  0.2469
H  1.840  -1.439  -4.015  0.2404

Properties
Kohn-Sham gap: 8.46 eV
Total charge: +1
LUMO level: -2.1 eV

***

Which one sits at the top of the stability order? arrangement b does.

***

Arrangement a

Density functional theory data (ωB97M-V/def2-TZVPD) for a cluster of 2 separate species, C2H3Cl2N in total.

Last column: natural (NBO) charge in e.
Cartesian coordinates (Å):
C  0.647  -2.194  -0.122  -0.1722
C  1.204  -0.891  -0.435  0.0509
N  0.753  -0.950  0.746  -0.2678
Cl  1.545  -3.693  0.089  -0.0256
Cl  -0.179  3.797  -1.094  -0.2927
H  -0.409  -2.338  -0.372  0.1971
H  1.545  -0.139  -1.113  0.2177
H  1.122  4.264  -1.182  0.2928

Properties
Kohn-Sham gap: 10.67 eV
SMILES: Cl[C@@H]1C=N1.Cl
Total charge: 0
LUMO level: 0.5 eV

***

Arrangement b

Density functional theory data (ωB97M-V/def2-TZVPD) for the molecule C2H3Cl2N.

Last column: natural (NBO) charge in e.
Cartesian coordinates (Å):
C  -0.027  0.392  -0.104  0.1282
C  -0.549  -0.248  -1.488  -0.2946
N  0.382  -0.444  0.716  -0.6048
Cl  -2.205  0.174  -1.871  0.0041
Cl  0.686  0.251  -2.732  -0.0216
H  0.064  1.421  0.015  0.1690
H  -0.626  -1.387  -1.215  0.2615
H  0.883  -0.127  1.546  0.3582

Properties
Kohn-Sham gap: 11.19 eV
SMILES: [H]/N=C/C(Cl)Cl
Total charge: 0
LUMO level: 0.9 eV

***

Arrangement c

Density functional theory data (ωB97M-V/def2-TZVPD) for a cluster of 2 separate species, C2H3Cl2N in total.

Last column: natural (NBO) charge in e.
Cartesian coordinates (Å):
C  -0.362  -0.892  -0.096  0.4021
C  -1.040  0.096  -0.570  -0.4422
N  0.107  -1.943  0.312  -0.5937
Cl  2.233  1.158  0.008  -0.2801
Cl  -2.623  0.630  0.117  -0.0096
H  -0.360  0.817  -1.145  0.2531
H  1.358  2.128  0.274  0.2860
H  0.686  -1.994  1.100  0.3843

Properties
Kohn-Sham gap: 9.44 eV
SMILES: N=C=CCl.Cl
Total charge: 0
LUMO level: 0.3 eV

***

Which one sits at the top of the stability order? arrangement b does.